DFT (ωB97M-V with the def2-TZVPD basis set) results for a structure of composition C50H38Cl3IMnN5OPS.

* ⟨S²⟩: 8.758
* DFT total energy: -159067.145 eV
* total charge: +2
* 2S+1: 6
* LUMO energy (spin up / spin down): -5.058 / -5.396 eV

Positions of all 101 atoms, in Å:
Mn (-1.701, 0.195, 0.072)
I (-4.060, 1.160, 1.046)
C (-3.854, 0.290, 2.962)
C (-4.981, -0.403, 3.305)
C (-5.154, -0.884, 4.616)
C (-4.211, -0.588, 5.551)
C (-3.038, 0.133, 5.214)
C (-2.132, 0.460, 6.255)
C (-0.995, 1.165, 6.003)
C (-0.684, 1.486, 4.671)
C (-1.512, 1.174, 3.618)
P (-0.735, 1.423, 1.987)
C (1.003, 0.963, 2.189)
C (1.307, -0.400, 2.159)
C (2.614, -0.829, 2.330)
C (3.626, 0.104, 2.525)
C (3.329, 1.460, 2.554)
C (2.021, 1.893, 2.384)
C (-0.797, 3.193, 1.628)
C (-0.134, 3.693, 0.504)
C (-0.228, 5.039, 0.189)
C (-0.996, 5.891, 0.975)
C (-1.667, 5.396, 2.082)
C (-1.567, 4.050, 2.411)
C (-2.779, 0.546, 3.874)
H (-5.772, -0.558, 2.582)
H (-6.051, -1.432, 4.870)
H (-4.345, -0.889, 6.583)
H (-2.376, 0.144, 7.262)
H (-0.315, 1.437, 6.799)
H (0.268, 1.964, 4.472)
H (0.520, -1.135, 2.027)
H (2.843, -1.889, 2.316)
H (4.649, -0.227, 2.662)
H (4.117, 2.186, 2.711)
H (1.801, 2.955, 2.409)
H (0.474, 3.044, -0.116)
H (0.299, 5.431, -0.671)
H (-1.068, 6.942, 0.723)
H (-2.263, 6.057, 2.698)
H (-2.083, 3.676, 3.287)
Cl (5.380, 4.229, 0.149)
C (4.391, 3.633, -1.140)
C (3.177, 4.237, -1.417)
C (2.437, 3.770, -2.493)
C (2.871, 2.719, -3.296)
C (2.045, 2.332, -4.503)
C (1.453, 0.920, -4.439)
N (0.271, 0.891, -3.573)
C (-1.016, 1.155, -3.980)
C (-1.790, 1.069, -2.869)
N (-0.984, 0.771, -1.781)
C (0.255, 0.676, -2.255)
O (2.795, 2.427, -5.693)
C (2.276, 3.373, -6.636)
C (0.849, 3.095, -7.021)
C (0.424, 1.974, -7.672)
Cl (1.406, 0.675, -8.209)
S (-1.262, 1.965, -7.964)
C (-1.440, 3.496, -7.215)
C (-0.250, 3.972, -6.762)
C (4.091, 2.123, -2.966)
Cl (4.732, 0.801, -3.889)
C (4.851, 2.569, -1.897)
H (2.837, 5.076, -0.821)
H (1.503, 4.260, -2.746)
H (1.191, 3.014, -4.537)
H (2.160, 0.177, -4.087)
H (1.135, 0.640, -5.440)
H (-1.250, 1.377, -5.012)
H (-2.856, 1.203, -2.780)
H (1.145, 0.464, -1.680)
H (2.937, 3.299, -7.498)
H (2.355, 4.388, -6.234)
H (-2.408, 3.974, -7.178)
H (-0.138, 4.937, -6.281)
H (5.804, 2.107, -1.676)
N (-1.434, -6.789, 1.995)
C (-0.757, -7.990, 2.045)
C (-1.041, -9.202, 2.673)
C (-0.115, -10.205, 2.502)
C (1.054, -10.019, 1.735)
C (1.326, -8.822, 1.118)
C (0.395, -7.789, 1.278)
N (0.411, -6.504, 0.771)
C (-0.684, -5.949, 1.214)
C (-1.040, -4.568, 0.900)
C (-0.270, -3.877, -0.040)
C (-0.584, -2.574, -0.334)
N (-1.607, -1.916, 0.246)
C (-2.351, -2.581, 1.144)
C (-2.105, -3.891, 1.493)
H (-2.330, -6.604, 2.406)
H (-1.937, -9.353, 3.262)
H (-0.287, -11.167, 2.968)
H (1.746, -10.845, 1.633)
H (2.219, -8.674, 0.525)
H (0.558, -4.377, -0.524)
H (-0.009, -2.019, -1.065)
H (-3.169, -2.033, 1.594)
H (-2.742, -4.357, 2.234)